A structure of composition C26H41BaBrN6P2. Source: the Open Molecules 2025 dataset; level of theory: ωB97M-V/def2-TZVPD.

For the total energy, the calculation gives -4625.4682 hartree. For the HOMO energy, the calculation gives -11.65 eV. As for the total charge: +2. The spin multiplicity is 1. For the HOMO-LUMO gap, the calculation gives 5.06 eV. The value obtained for the strongest force on any atom is 2.42 eV Å⁻¹. The calculation puts the energy above the lowest of the compared OMol25 structures with the same formula, charge and spin at 0.0 kJ/mol.

Each line ends with the Löwdin charge.
Cartesian coordinates (Å):
C: 4.2450 -1.4915 5.8394  0.000
C: 4.1737 -1.3128 4.4376  -0.210
C: 4.7515 -2.3354 3.6532  -0.007
C: 5.2612 -3.4926 4.2597  -0.108
N: 5.2417 -3.6667 5.5762  0.078
C: 4.7751 -2.6926 6.3554  -0.105
C: 3.3614 -0.3017 3.7429  0.084
C: 2.4551 -0.0662 2.9341  -0.197
C: 1.2402 -0.2172 2.1268  -0.409
C: -0.0237 0.0792 2.6904  -0.109
C: -1.1841 0.0868 1.9240  -0.078
C: -1.1395 -0.1864 0.5500  -0.351
C: 0.1452 -0.3398 -0.0411  -0.213
C: 1.3017 -0.3949 0.7306  -0.113
Ba: 1.9606 2.4528 2.1281  1.763
P: -2.6778 -0.4523 -0.4141  1.030
H: 4.7375 -2.2853 2.5665  0.116
H: 3.8461 -0.7618 6.5394  0.114
H: 5.6908 -4.2960 3.6533  0.123
H: 4.8225 -2.8785 7.4341  0.123
H: 2.2587 -0.6839 0.2994  0.120
H: -0.0674 0.1832 3.7714  0.120
H: 0.2370 -0.4240 -1.1238  0.067
H: -2.1424 0.3195 2.3936  0.110
C: -3.0171 0.8755 -1.5958  -0.324
C: -3.9003 0.5112 -2.7940  -0.105
H: -2.0378 1.2776 -1.9066  0.022
H: -3.4920 1.6712 -1.0012  0.103
H: -4.4264 1.4035 -3.1573  0.092
H: -3.3028 0.1366 -3.6347  0.081
H: -4.6532 -0.2500 -2.5494  0.065
C: -2.4251 -2.0735 -1.1846  -0.299
C: -2.1233 -3.1702 -0.1649  -0.106
H: -1.6253 -1.9487 -1.9315  0.091
H: -3.3629 -2.2795 -1.7086  0.096
H: -1.6338 -4.0050 -0.6719  0.091
H: -1.4536 -2.8624 0.6447  0.072
H: -3.0494 -3.5422 0.2883  0.083
C: -4.0397 -0.6116 0.7587  -0.327
C: -5.3782 -1.1096 0.2384  -0.104
H: -4.1213 0.3815 1.2226  0.100
H: -3.6903 -1.3158 1.5245  0.101
H: -6.0685 -1.1829 1.0806  0.092
H: -5.8444 -0.4435 -0.4869  0.077
H: -5.3020 -2.1056 -0.2032  0.080
Br: 0.0849 2.3639 -0.5514  0.108
P: 2.0125 0.4971 -3.8431  0.966
C: 0.4281 -0.4425 -3.7644  -0.452
C: -0.0108 -0.8919 -5.1615  -0.168
H: -0.3226 0.2270 -3.3190  0.041
H: 0.5677 -1.3084 -3.0984  0.062
H: -0.8179 -1.6285 -5.0911  0.062
H: -0.3785 -0.0478 -5.7555  0.075
H: 0.8167 -1.3518 -5.7142  0.068
C: 1.5630 2.2114 -3.4923  -0.510
C: 2.3657 3.1622 -4.3850  -0.172
H: 1.7172 2.4192 -2.4212  -0.049
H: 0.4890 2.3198 -3.6879  0.062
H: 1.9522 4.1738 -4.3307  0.069
H: 3.4160 3.2051 -4.0807  0.067
H: 2.3279 2.8303 -5.4285  0.063
C: 3.0263 -0.1105 -2.4495  -0.438
C: 3.9555 -1.2296 -2.9495  -0.168
H: 2.3687 -0.4639 -1.6472  0.019
H: 3.6080 0.7443 -2.0704  0.082
H: 4.7251 -1.4539 -2.2002  0.066
H: 3.3956 -2.1511 -3.1564  0.070
H: 4.4522 -0.9265 -3.8810  0.066
N: -3.3630 4.5391 2.0254  0.148
N: -2.3372 4.0565 2.8211  -0.243
N: -2.6628 3.3082 3.9053  0.144
C: -1.4890 2.7358 4.1771  -0.219
N: -0.5240 3.0249 3.2811  -0.158
N: -1.1032 3.8754 2.3682  0.056
H: -3.0423 5.3161 1.4674  0.114
H: -4.1812 4.7046 2.6029  0.116
H: -1.3628 2.0933 5.0365  0.121


A structure of composition C26H41Cl5MgN7O2S2. Source: the Open Molecules 2025 dataset; level of theory: ωB97M-V/def2-TZVPD.

For the total energy, the calculation gives -4846.5298 hartree. For the HOMO energy, the calculation gives -10.45 eV. As for the total charge: +1. The spin multiplicity is 1. For the HOMO-LUMO gap, the calculation gives 8.54 eV. The value obtained for the strongest force on any atom is 0.55 eV Å⁻¹. The calculation puts the energy above the lowest of the compared OMol25 structures with the same formula, charge and spin at 10.9 kJ/mol.

Each line ends with the Löwdin charge.
Cartesian coordinates (Å):
Mg: -1.2200 -0.7440 1.1927  0.521
Cl: -3.3902 0.7519 0.3495  0.722
C: -3.9143 -0.9099 0.3474  -0.681
C: -2.9153 -1.8678 0.5192  -0.219
C: -3.4025 -3.1704 0.5573  -0.688
Cl: -2.3008 -4.4945 0.8418  0.667
C: -4.7504 -3.5070 0.4006  -0.707
Cl: -5.2700 -5.1489 0.4243  0.684
C: -5.6955 -2.4980 0.2277  -0.710
Cl: -7.3602 -2.8792 0.0609  0.702
C: -5.2723 -1.1740 0.2091  -0.707
Cl: -6.4135 0.1002 0.0222  0.695
C: -1.3387 -2.9947 6.5436  -0.005
N: -1.3234 -2.2528 5.2995  -0.077
C: -1.7213 -0.8585 5.1773  0.003
C: -1.5865 -0.6645 3.6765  -0.464
O: -1.7893 0.3567 3.0164  0.001
N: -1.1890 -1.8150 3.1055  0.128
C: -1.0533 -2.7280 4.0737  -0.365
N: -0.6653 -3.9634 3.8019  0.239
H: -1.0858 -2.3212 7.3596  0.099
H: -0.5892 -3.7844 6.5213  0.090
H: -2.3186 -3.4329 6.7411  0.102
H: -1.0512 -0.1918 5.7243  0.145
H: -2.7444 -0.6791 5.5128  0.151
H: -0.5076 -4.1936 2.8279  0.051
H: -0.6555 -4.6918 4.4920  0.118
C: 1.6379 0.8438 3.4180  0.016
C: 1.6891 -0.2261 2.3675  -0.447
C: 3.0066 -0.8868 2.1223  0.001
O: 0.6993 -0.4991 1.7148  -0.131
H: 2.4115 1.5871 3.2136  0.102
H: 1.8732 0.4104 4.3935  0.099
H: 0.6621 1.3235 3.4408  0.085
H: 3.5471 -1.0287 3.0575  0.096
H: 3.6037 -0.2124 1.5005  0.088
H: 2.8713 -1.8281 1.5931  0.019
C: 0.0461 5.0970 -3.1952  -0.108
C: -1.4681 4.9600 -3.0271  -0.249
C: -1.9128 3.8643 -2.0547  -0.204
C: -1.8492 2.4414 -2.6034  -0.201
N: -0.4984 1.9497 -2.8714  0.014
C: 0.3795 1.5513 -1.9415  -0.767
S: -0.0084 1.4293 -0.2993  0.759
N: 1.6087 1.2397 -2.4022  -0.002
C: 2.7185 0.7891 -1.5706  -0.222
C: 3.4507 1.9207 -0.8570  -0.214
C: 4.1478 2.8915 -1.8046  -0.269
C: 4.9443 3.9512 -1.0505  -0.106
H: 0.2867 5.9990 -3.7579  0.073
H: 0.4854 4.2550 -3.7328  0.048
H: 0.5384 5.1670 -2.2228  0.076
H: -1.9359 4.7935 -4.0028  0.108
H: -1.8545 5.9127 -2.6604  0.107
H: -2.9532 4.0420 -1.7716  0.117
H: -1.3194 3.9146 -1.1393  0.089
H: -2.3880 2.3851 -3.5506  0.128
H: -2.3217 1.7526 -1.9060  0.051
H: -0.1594 2.0521 -3.8153  0.139
H: 1.8375 1.5181 -3.3441  0.147
H: 3.4079 0.2597 -2.2321  0.115
H: 2.3181 0.0743 -0.8511  0.084
H: 4.1939 1.4732 -0.1880  0.110
H: 2.7341 2.4601 -0.2332  0.094
H: 3.4020 3.3841 -2.4360  0.100
H: 4.8150 2.3344 -2.4702  0.111
H: 4.2914 4.5361 -0.4003  0.076
H: 5.4380 4.6395 -1.7357  0.073
H: 5.7114 3.4866 -0.4288  0.074
S: 1.1921 -3.4923 0.4033  0.619
C: 0.9618 -2.9782 -1.1876  -0.841
N: 2.0079 -2.5510 -1.9225  0.012
C: 1.9225 -2.1748 -3.3273  -0.165
C: 0.5536 -1.5721 -3.5892  -0.160
C: -0.5150 -2.5457 -3.1251  -0.150
N: -0.2562 -2.9042 -1.7379  0.025
H: 2.9087 -2.7272 -1.5107  0.122
H: 2.0886 -3.0439 -3.9712  0.127
H: 2.7092 -1.4497 -3.5370  0.105
H: 0.4336 -1.3476 -4.6480  0.124
H: 0.4573 -0.6420 -3.0212  0.081
H: -0.5240 -3.4403 -3.7552  0.127
H: -1.5023 -2.0880 -3.1811  0.126
H: -1.0020 -3.2949 -1.1811  0.070


A structure of composition C26H41N4O4S2SiTl. Source: the Open Molecules 2025 dataset; level of theory: ωB97M-V/def2-TZVPD.

For the total energy, the calculation gives -2793.5526 hartree. For the HOMO energy, the calculation gives 0.60 eV. As for the total charge: -2. The spin multiplicity is 1. For the HOMO-LUMO gap, the calculation gives 3.31 eV. The value obtained for the strongest force on any atom is 4.41 eV Å⁻¹. The calculation puts the energy above the lowest of the compared OMol25 structures with the same formula, charge and spin at 261.4 kJ/mol.

Each line ends with the Löwdin charge.
Cartesian coordinates (Å):
Tl: -9.6547 -18.0716 2.0764  0.571
O: -11.8299 -14.4974 1.1085  -0.092
C: -10.5916 -14.8186 0.9101  -0.595
O: -9.8819 -15.5333 1.7120  -0.220
C: -9.8418 -14.3726 -0.2999  -0.150
C: -10.1936 -13.2045 -0.9892  -0.069
C: -9.5213 -12.7704 -2.1699  -0.161
C: -8.4528 -13.5249 -2.6513  -0.157
C: -8.1824 -14.7770 -2.0670  -0.213
C: -8.8754 -15.2888 -0.9560  -0.683
S: -8.7832 -16.9984 -0.8164  0.381
H: -10.8806 -12.5316 -0.5179  0.084
H: -9.7844 -11.8047 -2.6335  0.068
H: -7.8966 -13.1818 -3.5502  0.080
H: -7.3727 -15.4143 -2.4154  0.055
O: -13.5242 -16.9141 1.7195  -0.005
C: -13.2237 -17.2876 0.4002  -0.432
O: -12.2676 -18.0301 0.1952  0.068
C: -14.0480 -16.6899 -0.6334  -0.314
N: -15.3948 -16.3570 -0.1570  -0.033
C: -16.3507 -16.2328 -1.2602  -0.227
C: -15.5235 -16.7048 -2.5150  -0.159
C: -14.2943 -17.4339 -1.9095  -0.125
H: -13.4542 -15.7658 -0.8612  0.177
H: -15.3066 -15.6950 0.6463  0.137
H: -12.9080 -16.1354 1.9727  0.106
H: -16.7941 -15.2065 -1.2767  0.101
H: -17.2052 -16.8957 -1.0561  0.084
H: -15.3408 -15.7652 -3.1067  0.110
H: -16.2373 -17.3424 -3.0948  0.096
H: -13.4406 -17.4792 -2.5631  0.115
H: -14.5547 -18.4496 -1.5460  0.132
C: -10.5805 -25.2351 4.7703  -0.110
C: -11.0863 -24.2536 3.9082  -0.085
C: -10.4010 -23.0251 3.7638  -0.143
N: -9.3940 -22.6960 4.5454  0.058
C: -8.8027 -23.6518 5.3011  -0.136
C: -9.3470 -24.9639 5.4287  -0.085
H: -11.2655 -26.0678 5.1120  0.109
H: -12.0467 -24.4091 3.3854  0.101
H: -10.8137 -22.2185 3.1363  0.120
H: -7.9154 -23.3351 5.8073  0.087
H: -8.8025 -25.6985 6.0409  0.087
C: -12.5488 -15.3243 4.4782  -0.213
Si: -11.3751 -16.6593 4.8968  0.407
C: -9.8485 -15.5991 5.0539  -0.218
C: -11.6331 -17.5052 6.6225  -0.222
C: -11.2246 -18.2610 3.7275  -0.502
H: -13.6430 -15.4897 4.4081  0.036
H: -12.2261 -14.8252 3.5162  0.039
H: -12.2434 -14.6719 5.2893  0.007
H: -8.9568 -15.7483 4.3145  0.048
H: -9.3219 -15.6411 6.0261  0.014
H: -10.0842 -14.5519 4.8466  0.015
H: -12.6267 -17.8591 6.7721  -0.017
H: -11.5980 -16.6539 7.3690  0.020
H: -11.0501 -18.4030 6.7215  0.000
H: -12.1727 -18.3442 3.1302  -0.063
H: -11.0951 -19.1507 4.4136  -0.053
C: -3.4068 -16.3847 0.0675  -0.061
N: -3.9289 -17.2877 1.0884  -0.238
C: -4.6379 -18.4402 0.6091  -0.120
C: -4.2678 -16.8213 2.3449  -0.815
S: -5.7483 -17.0775 3.0730  0.686
N: -3.2985 -16.2144 3.1300  -0.268
C: -2.0280 -16.8209 3.1833  -0.128
C: -3.5291 -14.8956 3.8205  -0.053
H: -4.1357 -15.5736 -0.2888  0.115
H: -3.0980 -16.9494 -0.8733  0.097
H: -2.5002 -15.9240 0.4661  0.060
H: -4.0670 -18.9632 -0.1507  0.072
H: -5.6404 -18.2070 0.1851  0.089
H: -4.8084 -19.1237 1.4402  0.068
H: -2.0850 -17.8735 2.8370  0.096
H: -1.6786 -16.8730 4.2152  0.074
H: -1.1956 -16.3445 2.5959  0.080
H: -3.5759 -15.1407 4.9006  0.081
H: -4.5247 -14.5920 3.4730  0.069
H: -2.7333 -14.1931 3.6422  0.063